DFT (ωB97M-V with the def2-TZVPD basis set) results for a structure of composition CH3LiOTl in a non-equilibrium geometry.

The geometry in XYZ format:
```
7
Properties=species:S:1:pos:R:3
O 0.88 -0.16 0.63
C -0.06 0.64 -0.02
Li 0.65 -1.76 -0.21
H -0.19 1.61 0.47
H 0.20 0.80 -1.06
Tl -2.28 -0.02 -0.21
H 0.80 -1.11 0.39
```

For the highest occupied orbital energy (alpha / beta), the calculation gives -5.0 / -7.2 eV. As for the expectation value of S²: 0.751. Its total charge is 0. The max |F| is 16.51 eV Å⁻¹. For the HOMO-LUMO gap (alpha / beta), the calculation gives 0.170 / 0.250 Eh. For the molar mass, the calculation gives 242.4 g mol⁻¹. Its energy above the lowest of the compared OMol25 structures with the same formula, charge and spin is 226.6 kJ/mol. Its spin multiplicity is 2.


DFT (ωB97M-V with the def2-TZVPD basis set) results for a cluster of 2 separate species, CH3N2O2 in total in a non-equilibrium geometry.

The geometry in XYZ format:
```
8
Properties=species:S:1:pos:R:3
C 0.83 -1.11 -1.26
N -0.17 1.14 0.97
N -1.32 1.06 1.50
O 2.03 -1.17 -1.24
O -0.02 -1.55 -2.02
H 0.48 0.81 1.61
H 0.31 -0.43 -0.50
H -2.14 1.24 0.94
```

For the highest occupied orbital energy (alpha / beta), the calculation gives -3.3 / -3.3 eV. Its total charge is -1. The max |F| is 5.76 eV Å⁻¹. For the HOMO-LUMO gap (alpha / beta), the calculation gives 0.264 / 0.264 Eh. For the molar mass, the calculation gives 75.0 g mol⁻¹. Its energy above the lowest of the compared OMol25 structures with the same formula, charge and spin is 170.7 kJ/mol.


DFT (ωB97M-V with the def2-TZVPD basis set) results for the ion CH3N2O2 with charge +1 in a non-equilibrium geometry.

The geometry in XYZ format:
```
8
Properties=species:S:1:pos:R:3
N 0.83 0.14 -0.79
N -0.15 0.48 -0.23
O -1.23 0.90 -0.65
C -0.66 -0.27 0.94
O -0.06 -0.94 1.66
H 1.53 -0.16 0.10
H 1.53 0.26 -1.81
H -1.80 -0.42 0.78
```

For the highest occupied orbital energy, the calculation gives -17.3 eV. Its total charge is +1. The max |F| is 12.47 eV Å⁻¹. For the HOMO-LUMO gap, the calculation gives 0.376 Eh. For the molar mass, the calculation gives 75.0 g mol⁻¹. Its energy above the lowest of the compared OMol25 structures with the same formula, charge and spin is 438.3 kJ/mol.


DFT (ωB97M-V with the def2-TZVPD basis set) results for the ion CH3N2O2 with charge +1 in a non-equilibrium geometry.

The geometry in XYZ format:
```
8
Properties=species:S:1:pos:R:3
N -0.88 -0.86 0.14
C 0.13 -0.05 -0.03
O -0.34 1.25 -0.08
N 1.43 -0.10 0.26
O 2.46 -0.21 -0.28
H -1.78 -0.38 0.05
H -1.02 -1.83 -0.17
H 0.01 2.19 0.11
```

For the highest occupied orbital energy (alpha / beta), the calculation gives -15.8 / -15.8 eV. Its total charge is +1. The max |F| is 5.10 eV Å⁻¹. For the HOMO-LUMO gap (alpha / beta), the calculation gives 0.320 / 0.320 Eh. For the molar mass, the calculation gives 75.0 g mol⁻¹. Its energy above the lowest of the compared OMol25 structures with the same formula, charge and spin is 201.5 kJ/mol.